17
Properties=species:S:1:pos:R:3:forces:R:3 method="wB97M-V/def2-TZVPD" total_charge=+1 homo_ev=-14.57 homo_lumo_gap_ev=10.212 largest_force_ev_per_a=0.68 relative_energy_kcal_mol=49.8 e_lumo_ev=-4.361 energy_ha=-268.22559
C 0.6798 2.0712 0.7890 -0.4 0.0 0.1
C 0.2020 1.6562 -1.5379 0.0 0.0 0.1
N 0.1857 1.2735 -0.3323 0.1 -0.2 -0.2
H 1.2108 1.4196 1.4763 0.1 0.0 0.0
H -0.1779 2.5026 1.3057 0.0 0.0 0.0
H 1.3225 2.8624 0.4252 0.1 0.1 0.0
H 0.5585 2.6481 -1.7935 0.1 -0.1 -0.1
H -0.1496 0.9713 -2.2970 -0.1 0.1 -0.1
H -0.2212 0.2921 -0.1148 -0.1 0.4 0.4
C -0.5794 -2.1531 -0.7430 0.0 0.4 0.1
C -0.3017 -1.6201 1.5083 -0.4 0.2 0.2
N -0.6632 -1.1993 0.3736 0.5 -0.4 -0.3
H -1.5495 -2.6313 -0.8515 0.0 -0.1 -0.1
H 0.1947 -2.8996 -0.5825 0.0 -0.1 0.0
H -0.3674 -1.6044 -1.6609 0.0 -0.1 0.0
H -0.4167 -0.9599 2.3665 0.2 -0.1 0.0
H 0.0725 -2.6293 1.6690 -0.1 -0.1 0.1